Record 1
An isolated molecule of C5H7N3 at a distorted geometry, computed with wB97M-V/def2-TZVPD.

Its SMILES is C1=NN2C[C@@H]2[C@H]2N[C@H]12. As for the net charge: 0. The energy above the lowest of the compared OMol25 structures with the same formula, charge and spin comes out at 150.4 kcal per mole.

The geometry in XYZ format:
```
15
C5H7N3, DFT wB97M-V/def2-TZVPD
C -0.729 -1.559 -0.241
N 0.532 -1.566 -0.414
N 1.190 -0.396 -0.738
C 1.990 0.244 0.205
C 0.630 0.919 -0.166
C -0.546 0.575 0.704
N -2.025 0.683 0.619
C -1.359 -0.185 -0.323
H -1.217 -2.506 -0.081
H 2.067 -0.157 1.183
H 2.957 0.506 -0.242
H 0.660 1.645 -0.965
H -0.368 0.011 1.590
H -2.450 1.492 0.091
H -1.333 0.296 -1.221
```

Record 2
A structure of composition C20H30ClO2Sc at a distorted geometry, computed with wB97M-V/def2-TZVPD.

As for the net charge: 0. The energy above the lowest of the compared OMol25 structures with the same formula, charge and spin comes out at 24.1 kcal per mole.

The geometry in XYZ format:
```
54
C20H30ClO2Sc, DFT wB97M-V/def2-TZVPD
O -1.319 2.395 0.489
C -2.633 2.716 -0.090
C -2.509 4.217 0.098
H -3.468 2.276 0.474
H -2.688 2.451 -1.156
C -1.123 3.827 0.663
H -3.210 4.688 0.802
H -2.423 4.779 -0.841
C -0.987 4.252 2.105
H -1.794 3.868 2.742
H -1.076 5.348 2.162
H 0.012 3.982 2.464
C -0.017 4.379 -0.216
H -0.124 4.056 -1.266
H 0.956 4.075 0.203
H -0.072 5.483 -0.208
Sc 1.168 -1.989 0.221
C 2.810 -3.408 -1.098
C 1.517 -3.819 -1.487
C 0.843 -2.698 -2.062
H 1.131 -4.840 -1.445
C 1.792 -1.642 -2.160
C 2.990 -2.057 -1.499
H 3.891 -1.453 -1.390
H 3.580 -4.049 -0.647
H -0.192 -2.675 -2.441
H 1.666 -0.709 -2.724
C 2.756 -2.783 1.935
C 3.217 -1.522 1.437
C 2.222 -0.521 1.740
H 4.186 -1.342 0.983
C 1.154 -1.178 2.458
C 1.510 -2.564 2.597
H 0.941 -3.322 3.128
H 3.291 -3.734 1.881
H 2.298 0.539 1.549
H 0.268 -0.699 2.859
O -0.804 -0.387 0.127
C -0.152 0.440 -0.889
C -1.140 0.555 -2.062
H 0.830 0.011 -1.223
H 0.084 1.378 -0.361
C -2.447 -0.149 -1.629
H -0.678 0.059 -2.930
H -1.264 1.611 -2.343
C -2.113 -0.855 -0.323
H -2.775 -0.883 -2.372
H -3.250 0.555 -1.470
H -2.022 -1.957 -0.470
H -2.796 -0.653 0.505
Cl -1.350 -4.333 -0.356
C -0.240 -3.731 0.806
H 0.409 -4.573 1.074
H -0.852 -3.415 1.658
```

Record 3
A cluster of 2 separate species, C5H5BrO in total at a distorted geometry, computed with wB97M-V/def2-TZVPD.

As for the net charge: 0. The energy above the lowest of the compared OMol25 structures with the same formula, charge and spin comes out at 62.6 kcal per mole.

The geometry in XYZ format:
```
12
C5H5BrO, DFT wB97M-V/def2-TZVPD
C -1.287 0.154 -0.881
C -0.176 0.595 -0.298
C -2.330 -0.357 -1.353
C 0.346 0.197 1.075
C 1.795 0.403 1.314
O -0.402 -0.279 1.909
Br -1.475 -2.606 -2.878
H 0.482 1.245 -1.069
H -3.317 -0.728 -1.745
H 1.980 0.463 2.353
H 2.139 1.388 0.679
H 2.245 -0.474 0.893
```

Record 4
A structure of composition C18H14MgN7O5 at a distorted geometry, computed with wB97M-V/def2-TZVPD.

As for the net charge: -1. The energy above the lowest of the compared OMol25 structures with the same formula, charge and spin comes out at 23.2 kcal per mole.

The geometry in XYZ format:
```
45
C18H14MgN7O5, DFT wB97M-V/def2-TZVPD
Mg -0.311 0.655 -0.123
O -2.338 2.262 -3.237
C -1.967 1.867 -2.133
O -0.986 2.241 -1.409
C -2.870 0.840 -1.398
C -4.192 0.519 -1.653
C -4.882 -0.206 -0.683
C -4.292 -0.510 0.545
C -2.970 -0.149 0.720
N -2.308 0.422 -0.274
C -2.153 -0.078 2.030
O -2.588 -0.639 3.032
O -1.108 0.656 1.906
H -4.662 0.850 -2.569
H -5.912 -0.492 -0.864
H -4.840 -0.984 1.347
O 0.297 -0.156 -1.743
C 1.063 -1.063 -2.219
C 1.479 -1.022 -3.581
C 2.256 -2.012 -4.135
C 2.683 -3.107 -3.370
C 2.325 -3.154 -2.037
C 1.541 -2.161 -1.442
C 1.224 -2.209 -0.014
N 0.630 -1.273 0.714
C 0.615 -1.737 2.020
C 1.198 -2.959 2.082
N 1.580 -3.249 0.786
H 1.145 -0.170 -4.162
H 2.546 -1.945 -5.178
H 3.283 -3.893 -3.809
H 2.679 -3.991 -1.442
H 0.174 -1.157 2.815
H 1.361 -3.639 2.900
H 2.015 -4.096 0.476
N 2.694 4.623 3.569
C 2.085 3.739 2.738
N 0.782 3.470 2.947
N 2.800 3.180 1.799
C 2.124 2.336 1.044
N 1.444 1.624 0.447
H 2.146 5.222 4.156
H 3.598 4.947 3.274
H 0.268 3.874 3.707
H 0.346 2.722 2.420
```

Record 5
A cluster of 15 separate species, C19H70O21P2 in total at a distorted geometry, computed with wB97M-V/def2-TZVPD.

The expectation value of S² is 0.755. The value obtained for the total energy is -3028.2158 Ha. As for the net charge: +1. As for the multiplicity: 2.

The geometry in XYZ format:
```
112
C19H70O21P2, DFT wB97M-V/def2-TZVPD
C 1.529 21.073 -0.208
O 2.862 21.095 -0.700
H 1.466 21.153 0.877
H 0.937 21.914 -0.570
H 1.026 20.154 -0.508
H 3.283 21.956 -0.643
C 5.048 15.929 1.976
O 4.358 15.948 3.183
H 5.878 15.238 2.128
H 4.445 15.681 1.102
H 5.546 16.867 1.732
H 4.332 16.846 3.521
C -4.713 14.276 4.168
O -3.346 14.299 4.401
H -5.032 14.423 3.136
H -5.070 13.290 4.464
H -5.123 15.056 4.809
H -3.210 14.475 5.335
C 0.116 16.194 5.852
O 1.384 16.597 5.281
H 0.031 15.108 5.832
H -0.152 16.531 6.853
H -0.642 16.651 5.215
H 1.839 15.818 4.953
C -1.813 19.113 -0.391
O -1.807 19.969 -1.503
H -1.010 19.256 0.332
H -2.724 19.186 0.203
H -1.755 18.069 -0.700
H -2.633 19.737 -1.934
C -3.933 13.290 0.821
O -3.682 11.932 0.826
H -4.200 13.529 -0.208
H -4.789 13.484 1.467
H -3.033 13.809 1.150
H -3.540 11.756 1.759
C -4.801 17.059 0.414
O -5.255 17.032 1.764
H -3.809 16.610 0.356
H -5.563 16.471 -0.098
H -4.765 18.063 -0.008
H -4.611 17.504 2.298
C 5.028 18.100 -2.067
O 4.848 16.872 -1.415
H 5.468 18.008 -3.061
H 4.034 18.516 -2.232
H 5.673 18.753 -1.480
H 4.058 16.413 -1.711
C 1.809 13.429 2.925
O 2.424 14.137 4.012
H 1.711 12.388 3.234
H 0.810 13.792 2.683
H 2.431 13.330 2.035
H 3.116 14.688 3.640
C 0.436 19.179 3.126
O -0.909 19.487 2.893
H 0.766 19.686 2.219
H 0.889 19.715 3.959
H 0.641 18.120 2.966
H -0.964 20.425 3.093
C -4.017 20.070 3.418
O -3.408 18.770 3.385
H -3.721 20.577 2.500
H -5.097 19.983 3.533
H -3.545 20.735 4.141
H -2.499 18.973 3.153
C -1.994 13.494 -3.913
O -2.683 13.982 -2.791
H -2.613 12.781 -4.458
H -1.802 14.260 -4.664
H -1.091 12.984 -3.579
H -2.204 14.587 -2.220
C -1.707 10.150 -1.641
O -1.483 10.644 -0.337
H -2.426 9.334 -1.700
H -2.212 10.932 -2.208
H -0.769 9.843 -2.104
H -2.291 11.016 0.023
C 1.883 16.981 0.433
O 0.563 16.986 -0.031
P -0.281 15.593 -0.150
O -1.498 15.698 -1.037
O 0.845 14.514 -0.642
C 0.669 13.071 -0.519
O -0.575 15.264 1.387
C -1.459 16.036 2.157
H 2.498 16.586 -0.375
H 2.043 16.349 1.307
H 2.298 17.978 0.576
H -0.186 12.775 0.089
H 1.543 12.621 -0.048
H 0.499 12.525 -1.447
H -1.541 17.045 1.755
H -0.974 16.157 3.125
H -2.420 15.566 2.371
C 1.431 16.300 -6.575
O 2.191 16.262 -5.388
P 1.644 15.613 -4.025
O 2.604 15.819 -2.853
O 0.159 16.232 -3.785
C -0.025 17.586 -3.413
O 1.357 14.133 -4.507
C 2.480 13.300 -4.739
H 1.969 15.844 -7.406
H 1.342 17.352 -6.844
H 0.417 15.904 -6.521
H -0.899 18.047 -3.872
H 0.900 18.087 -3.698
H -0.195 17.535 -2.337
H 2.364 12.714 -5.650
H 2.679 12.639 -3.895
H 3.356 13.875 -5.040
```

Record 6
A cluster of 2 separate species, H2O4P2 in total at a distorted geometry, computed with wB97M-V/def2-TZVPD.

As for the net charge: -2. The energy above the lowest of the compared OMol25 structures with the same formula, charge and spin comes out at 123.1 kcal per mole.

The geometry in XYZ format:
```
8
H2O4P2, DFT wB97M-V/def2-TZVPD
O -1.061 2.075 -0.003
O 3.353 0.425 -0.049
O -2.180 -0.156 0.398
O 0.678 -1.868 -0.324
P -1.067 0.630 -0.245
P 0.849 -0.509 0.271
H -0.960 0.099 -1.522
H 0.389 -0.696 1.474
```

Record 7
An isolated molecule of C26H29N3O5 at a distorted geometry, computed with wB97M-V/def2-TZVPD.

Its SMILES is CCN(CC)CCCN1C(=O)C(O)=C(C(=O)c2cc3cccc(OC)c3o2)[C@H]1c1ccncc1. As for the net charge: 0. The energy above the lowest of the compared OMol25 structures with the same formula, charge and spin comes out at 58.3 kcal per mole.

The geometry in XYZ format:
```
63
C26H29N3O5, DFT wB97M-V/def2-TZVPD
C -2.364 -2.806 -1.415
C -3.244 -2.649 -0.168
N -3.955 -1.393 -0.052
C -4.890 -1.118 -1.126
C -6.059 -0.273 -0.624
C -3.113 -0.271 0.318
C -3.178 -0.022 1.828
C -2.378 1.211 2.249
N -0.962 1.077 1.982
C -0.168 0.139 2.526
O -0.448 -0.784 3.271
C 1.223 0.430 2.070
O 2.198 -0.351 2.529
C 1.215 1.531 1.292
C 2.294 2.300 0.665
O 2.177 3.494 0.442
C 3.507 1.564 0.312
C 4.754 2.054 0.032
C 5.569 0.931 -0.270
C 6.911 0.777 -0.619
C 7.365 -0.499 -0.856
C 6.520 -1.602 -0.755
C 5.178 -1.485 -0.411
O 4.458 -2.632 -0.347
C 3.087 -2.547 -0.022
C 4.713 -0.189 -0.162
O 3.466 0.211 0.192
C -0.209 2.019 1.172
C -0.684 2.016 -0.264
C -1.530 3.005 -0.745
C -1.980 2.913 -2.055
N -1.644 1.933 -2.873
C -0.824 1.001 -2.420
C -0.318 0.991 -1.130
H -2.967 -2.775 -2.318
H -1.843 -3.760 -1.379
H -1.623 -2.012 -1.471
H -2.627 -2.755 0.728
H -3.989 -3.451 -0.154
H -4.411 -0.609 -1.980
H -5.280 -2.075 -1.479
H -5.723 0.710 -0.304
H -6.533 -0.767 0.219
H -6.792 -0.145 -1.417
H -2.068 -0.448 0.033
H -3.444 0.628 -0.209
H -2.795 -0.893 2.359
H -4.219 0.121 2.119
H -2.733 2.093 1.712
H -2.513 1.372 3.325
H 1.773 -0.992 3.133
H 5.041 3.085 0.053
H 7.557 1.636 -0.698
H 8.396 -0.662 -1.128
H 6.897 -2.594 -0.946
H 2.937 -2.067 0.947
H 2.532 -1.998 -0.788
H 2.731 -3.575 0.017
H -0.303 3.034 1.579
H -1.828 3.833 -0.120
H -2.647 3.659 -2.467
H -0.565 0.224 -3.127
H 0.351 0.208 -0.804
```

Record 8
A cluster of 2 separate species, C3H11NO2 in total at a distorted geometry, computed with wB97M-V/def2-TZVPD.

Its SMILES is COCCN.O. As for the net charge: 0. The energy above the lowest of the compared OMol25 structures with the same formula, charge and spin comes out at 28.6 kcal per mole.

The geometry in XYZ format:
```
17
C3H11NO2, DFT wB97M-V/def2-TZVPD
C -2.290 0.125 -1.765
O -0.909 -0.088 -1.313
C -0.831 -0.668 0.015
C 0.574 -1.302 0.087
N 1.661 -0.355 0.253
H -2.752 0.965 -1.219
H -3.030 -0.689 -1.850
H -2.027 0.467 -2.780
H -0.989 0.136 0.759
H -1.619 -1.430 0.169
H 0.472 -2.023 0.921
H 0.904 -1.865 -0.807
H 1.569 0.268 1.063
H 1.677 0.254 -0.573
O 2.300 2.289 2.591
H 2.725 2.568 1.748
H 2.564 1.347 2.701
```

Record 9
A cluster of 2 separate species, C5H10O3 in total at a distorted geometry, computed with wB97M-V/def2-TZVPD.

Its SMILES is CC(=O)O.CC(C)=O. As for the net charge: 0. The energy above the lowest of the compared OMol25 structures with the same formula, charge and spin comes out at 47.0 kcal per mole.

The geometry in XYZ format:
```
18
C5H10O3, DFT wB97M-V/def2-TZVPD
C 2.290 -0.484 -1.171
C 1.357 0.267 -0.256
O 1.410 0.166 0.934
O 1.065 1.579 -1.050
H 2.743 -1.324 -0.650
H 1.767 -0.817 -2.063
H 3.093 0.189 -1.466
H 0.357 2.112 -0.642
C -1.358 0.716 1.558
C -1.119 0.201 0.159
C -1.488 -1.250 -0.060
O -1.174 1.009 -0.797
H -2.361 0.483 1.913
H -1.151 1.782 1.623
H -0.677 0.204 2.238
H -2.441 -1.473 0.420
H -0.744 -1.879 0.428
H -1.569 -1.481 -1.119
```

Record 10
A structure of composition C5H8N2 at a distorted geometry, computed with wB97M-V/def2-TZVPD.

As for the net charge: 0. The energy above the lowest of the compared OMol25 structures with the same formula, charge and spin comes out at 47.8 kcal per mole.

The geometry in XYZ format:
```
15
C5H8N2, DFT wB97M-V/def2-TZVPD
C 1.656 -0.421 -0.470
C 0.594 0.301 0.328
C -0.398 1.260 -0.288
N -1.402 0.891 0.723
C -0.706 -0.429 0.809
C -1.309 -1.485 -0.053
N -1.676 -2.283 -0.824
H 1.175 -1.089 -1.188
H 2.266 0.307 -1.014
H 2.350 -1.017 0.146
H 1.050 0.746 1.236
H -0.615 0.825 -1.274
H -0.141 2.310 -0.318
H -2.380 0.982 0.426
H -0.261 -0.757 1.714
```

Record 11
A cluster of 2 separate species, C14H33NO5 in total, computed with wB97M-V/def2-TZVPD.

Its SMILES is CCCCO[C@H](CN)O[C@@H](C)COC.COCCOC. As for the net charge: 0. The energy above the lowest of the compared OMol25 structures with the same formula, charge and spin comes out at 27.5 kcal per mole.

The geometry in XYZ format:
```
53
C14H33NO5, DFT wB97M-V/def2-TZVPD
C 3.609 -0.268 2.936
C 3.626 -0.277 1.393
C 2.409 0.438 0.787
C 1.106 -0.260 1.224
O 0.374 0.481 2.200
C -0.444 1.460 1.634
C -0.621 2.587 2.666
N -1.876 3.312 2.467
O -1.671 0.933 1.168
C -2.122 -0.273 1.762
C -2.409 -0.195 3.268
C -3.383 -0.625 0.958
O -4.086 -1.726 1.474
C -3.425 -2.964 1.298
H 3.147 0.642 3.321
H 4.610 -0.388 3.342
H 2.998 -1.096 3.299
H 3.593 -1.317 1.056
H 4.556 0.156 1.024
H 2.472 0.361 -0.301
H 2.398 1.483 1.096
H 1.331 -1.225 1.677
H 0.458 -0.462 0.366
H 0.055 1.877 0.752
H 0.190 3.297 2.505
H -0.499 2.156 3.667
H -1.989 3.970 3.228
H -2.662 2.675 2.502
H -1.400 -1.077 1.592
H -3.403 -0.568 3.511
H -2.319 0.816 3.662
H -1.687 -0.803 3.815
H -4.050 0.238 0.946
H -3.095 -0.815 -0.086
H -2.887 -3.242 2.212
H -4.163 -3.738 1.096
H -2.695 -2.914 0.485
C 0.962 1.099 -5.894
O 0.411 -0.200 -5.774
C 1.332 -1.162 -5.286
C 1.108 -1.458 -3.819
O 1.394 -0.331 -3.006
C 0.237 0.365 -2.579
H 0.144 1.779 -6.124
H 1.443 1.420 -4.967
H 1.692 1.137 -6.711
H 2.361 -0.825 -5.446
H 1.184 -2.082 -5.860
H 1.779 -2.266 -3.514
H 0.078 -1.793 -3.660
H -0.318 -0.226 -1.841
H -0.421 0.609 -3.416
H 0.566 1.290 -2.107
```

Record 12
A structure of composition C38H32Br2ClN2O2PRb, computed with wB97M-V/def2-TZVPD.

As for the net charge: -1. The energy above the lowest of the compared OMol25 structures with the same formula, charge and spin comes out at 1.7 kcal per mole.

The geometry in XYZ format:
```
79
C38H32Br2ClN2O2PRb, DFT wB97M-V/def2-TZVPD
Rb -0.514 -0.852 -0.893
C 1.552 -0.011 -4.424
C 0.685 -1.188 -4.064
C -0.695 -1.135 -4.254
C -1.502 -2.208 -3.901
C -0.943 -3.353 -3.346
C 0.429 -3.415 -3.147
C 1.231 -2.339 -3.505
H 1.394 0.804 -3.716
H 1.308 0.363 -5.419
H 2.609 -0.282 -4.405
H -1.146 -0.237 -4.661
H -2.574 -2.140 -4.044
H -1.564 -4.191 -3.054
H 0.864 -4.293 -2.689
H 2.301 -2.390 -3.338
O -3.264 3.071 -1.005
C -3.133 1.881 -0.683
O -2.519 0.975 -1.314
C -3.746 1.437 0.668
P -2.429 0.579 1.618
C -3.079 0.572 3.339
C -4.422 0.770 3.650
C -4.871 0.668 4.962
C -3.982 0.371 5.983
C -2.640 0.167 5.684
C -2.197 0.259 4.376
C -1.164 1.900 1.797
C -1.477 3.257 1.879
C -0.476 4.200 2.048
C 0.852 3.801 2.139
C 1.176 2.457 2.047
C 0.173 1.511 1.871
H -4.531 0.703 0.472
H -4.178 2.295 1.183
H -5.129 1.007 2.865
H -5.919 0.826 5.183
H -4.330 0.293 7.005
H -1.939 -0.072 6.474
H -1.150 0.086 4.150
H -2.505 3.581 1.784
H -0.730 5.252 2.099
H 1.632 4.543 2.264
H 2.210 2.137 2.101
H 0.434 0.460 1.780
Br 6.973 0.320 -1.637
C 5.113 0.161 -1.311
C 4.579 -1.060 -0.950
C 3.206 -1.113 -0.744
N 2.406 -0.061 -0.877
C 2.941 1.111 -1.209
C 4.305 1.273 -1.446
C 1.996 2.264 -1.316
C 2.422 3.563 -1.071
C 1.471 4.565 -1.136
Br 1.980 6.348 -0.734
C 0.161 4.276 -1.443
C -0.159 2.943 -1.684
N 0.734 1.959 -1.616
H 5.194 -1.940 -0.835
H 2.728 -2.046 -0.461
H 4.715 2.225 -1.750
H 3.441 3.782 -0.787
H -0.610 5.032 -1.474
H -1.181 2.660 -1.909
Cl -0.095 -7.058 -1.600
C 0.212 -5.664 -0.572
C 1.515 -5.293 -0.261
C 1.765 -4.176 0.505
C 0.714 -3.340 1.033
C 0.951 -2.201 1.781
C -0.613 -3.790 0.692
C -0.846 -4.907 -0.078
H 2.341 -5.897 -0.621
H 2.792 -3.951 0.778
H 1.956 -1.946 2.099
H 0.121 -1.698 2.265
H -1.462 -3.254 1.106
H -1.865 -5.209 -0.295
```

> Look up the net charge of the second one.

0